(1)
ORCA calculation (ωB97M-V with the def2-TZVPD basis set) on a cluster of 2 separate species, C4H11N3O2 in total in a non-equilibrium geometry.

**Energy above the lowest of the compared OMol25 structures with the same formula, charge and spin**: 1.412 eV
**SMILES string**: CN=C(N)N.CC(=O)O
**E**: -12891.4181 eV
**2S+1**: 1
**Charge**: 0
**HOMO-LUMO gap**: 9.185 eV

CARTESIAN COORDINATES (ANGSTROEM)
C1 -1.7218 2.4599 2.2105
C2 -1.0626 1.1487 2.3180
O1 -0.7208 0.4484 1.1532
O2 -0.6699 0.7665 3.3831
H1 -1.0100 3.2484 1.9427
H2 -2.1483 2.7195 3.1709
H3 -2.5168 2.5930 1.4591
C3 0.6108 0.0270 -2.6834
C4 0.7883 -1.5030 -0.8392
N1 0.3215 -0.4115 -1.3202
N2 1.4609 -2.5549 -1.5149
N3 0.6588 -1.7131 0.5489
H4 -0.4372 1.1544 0.5417
H5 2.1124 -2.2076 -2.1979
H6 1.8546 -3.2918 -0.9513
H7 0.0525 -0.9783 1.0293
H8 0.3597 -2.6217 0.8798
H9 -0.2889 0.2486 -3.2699
H10 1.2607 -0.5470 -3.3385
H11 1.0960 1.0143 -2.5217

Results of the Löwdin charge analysis, in e, for atoms 1 through 4:
1 C -0.006
2 C -0.522
3 O 0.016
4 O 0.126

(2)
ORCA calculation (ωB97M-V with the def2-TZVPD basis set) on a structure of composition C36H32MoN4O3S in a non-equilibrium geometry.

**Energy above the lowest of the compared OMol25 structures with the same formula, charge and spin**: 0.912 eV
**E**: -62625.5223 eV
**2S+1**: 1
**Charge**: +2
**HOMO-LUMO gap**: 5.588 eV

CARTESIAN COORDINATES (ANGSTROEM)
Mo1 -16.8915 0.7428 10.8982
C1 -22.5601 2.5763 9.1278
O1 -22.2361 1.4527 9.9778
C2 -23.0035 1.2727 11.1109
C3 -24.3236 1.7615 11.3023
C4 -24.9909 1.3346 12.4543
C5 -24.2944 0.7034 13.4884
C6 -22.9138 0.4261 13.3931
C7 -22.2975 0.5996 12.1514
N1 -21.0290 0.0570 11.8997
C8 -19.8806 0.6761 11.4972
N2 -19.7481 1.9938 11.6356
C9 -18.9318 2.8354 10.8242
C10 -17.7144 2.5052 10.2173
C11 -17.2891 3.3715 9.1999
C12 -18.0076 4.4886 8.8438
C13 -19.1571 4.8444 9.5076
C14 -19.5228 4.1085 10.6290
O2 -20.4292 4.4557 11.5834
C15 -20.3711 5.8717 11.9588
N3 -18.9022 -0.0111 10.9022
C16 -19.0930 -1.3394 10.3728
C17 -18.9036 -2.4628 11.1325
C18 -18.7840 -3.7179 10.4828
C19 -18.9532 -3.8294 9.0696
C20 -19.3396 -2.7013 8.3705
C21 -19.5096 -1.4606 9.0238
O3 -20.1052 -0.3810 8.4761
C22 -20.1325 -0.2380 7.0289
H1 -22.0467 2.3879 8.1701
H2 -22.0845 3.5379 9.4904
H3 -23.6247 2.7928 8.9458
H4 -24.8595 2.4008 10.5457
H5 -26.0924 1.4170 12.4989
H6 -24.8443 0.4633 14.3950
H7 -22.2695 -0.0821 14.1529
H8 -21.0154 -0.8457 11.4117
H9 -20.4526 2.5520 12.1599
H10 -16.4931 3.0808 8.5237
H11 -17.6687 5.1418 8.0457
H12 -19.6755 5.7688 9.2446
H13 -20.3424 5.8771 13.0225
H14 -21.2889 6.3611 11.6812
H15 -19.5282 6.3587 11.4657
H16 -18.7379 -2.4073 12.2100
H17 -18.4301 -4.5683 11.1007
H18 -18.9132 -4.8445 8.6175
H19 -19.4503 -2.7692 7.2952
H20 -20.9772 0.4274 6.8200
H21 -20.2125 -1.1758 6.4983
H22 -19.2349 0.2685 6.7455
S1 -15.2678 -2.8138 9.6637
C23 -14.9609 -1.2568 10.3599
N4 -15.5816 -0.2485 9.7031
C24 -15.9470 -0.6698 8.3358
C25 -16.0985 0.2267 7.2300
C26 -16.3590 -0.3542 5.9999
C27 -16.3789 -1.7733 5.8263
C28 -16.0802 -2.6009 6.9213
C29 -15.8153 -2.0871 8.1640
H23 -14.2605 -1.1174 11.1529
H24 -15.9637 1.2716 7.3544
H25 -16.5205 0.2945 5.1763
H26 -16.6906 -2.1610 4.8868
H27 -16.0825 -3.6855 6.7702
C30 -15.8939 1.7010 12.0124
C31 -15.2577 2.7592 12.7099
C32 -13.8004 2.9719 12.5356
C33 -13.1059 3.9011 13.2467
C34 -13.7503 4.7709 14.1255
C35 -15.0853 4.6345 14.3338
C36 -15.8246 3.5966 13.7004
H28 -13.2992 2.3695 11.7918
H29 -12.1129 4.1116 13.0066
H30 -13.1096 5.5785 14.5115
H31 -15.6146 5.4077 14.9807
H32 -16.9260 3.6741 13.7275

Results of the Löwdin charge analysis, in e, for atoms 1 through 4:
1 Mo 1.579
2 C -0.040
3 O -0.104
4 C -0.189

Please write out number 1 again, unchanged.
ORCA calculation (ωB97M-V with the def2-TZVPD basis set) on a cluster of 2 separate species, C4H11N3O2 in total in a non-equilibrium geometry.

**Energy above the lowest of the compared OMol25 structures with the same formula, charge and spin**: 1.412 eV
**SMILES string**: CN=C(N)N.CC(=O)O
**E**: -12891.4181 eV
**2S+1**: 1
**Charge**: 0
**HOMO-LUMO gap**: 9.185 eV

CARTESIAN COORDINATES (ANGSTROEM)
C1 -1.7218 2.4599 2.2105
C2 -1.0626 1.1487 2.3180
O1 -0.7208 0.4484 1.1532
O2 -0.6699 0.7665 3.3831
H1 -1.0100 3.2484 1.9427
H2 -2.1483 2.7195 3.1709
H3 -2.5168 2.5930 1.4591
C3 0.6108 0.0270 -2.6834
C4 0.7883 -1.5030 -0.8392
N1 0.3215 -0.4115 -1.3202
N2 1.4609 -2.5549 -1.5149
N3 0.6588 -1.7131 0.5489
H4 -0.4372 1.1544 0.5417
H5 2.1124 -2.2076 -2.1979
H6 1.8546 -3.2918 -0.9513
H7 0.0525 -0.9783 1.0293
H8 0.3597 -2.6217 0.8798
H9 -0.2889 0.2486 -3.2699
H10 1.2607 -0.5470 -3.3385
H11 1.0960 1.0143 -2.5217

Results of the Löwdin charge analysis, in e, for atoms 1 through 4:
1 C -0.006
2 C -0.522
3 O 0.016
4 O 0.126

> Which of these has the lowest E?

C36H32MoN4O3S